(1)
Entry from the OMol25 dataset: 2 unconnected molecules or ions with the total composition C3H8OS at a distorted geometry (the ωB97M-V functional and the def2-TZVPD basis).

```
13
Properties=species:S:1:pos:R:3:forces:R:3:mulliken_charge:R:1
O 0.6379 0.3665 -0.6584 -0.2770 0.7154 0.1019 -0.430
H -2.5925 0.5751 1.0616 -0.3627 0.0930 -0.1998 0.253
C -2.9319 -0.1890 1.7449 -0.3571 -1.0508 0.7644 -0.677
H 2.4452 -0.0500 0.0247 0.2654 0.5564 0.0014 0.325
H 1.8687 1.2534 -2.6136 0.2427 -0.3871 -0.7831 0.250
H -3.2444 0.1814 2.7221 0.3120 0.3482 -0.1268 0.282
C 1.8276 0.3337 -0.8147 0.3874 -1.9213 -0.1151 0.121
H 2.2081 -0.5554 -2.6590 -0.1936 0.2016 -0.2997 0.235
H -3.7766 -0.8050 1.4328 -0.1360 0.5730 -0.6341 0.225
C 2.4345 0.4102 -2.2067 -0.5021 0.7529 0.8638 -0.793
S -1.6689 -1.4692 1.9343 0.1324 -0.0349 0.0737 -0.179
H -0.7129 -0.6269 2.3014 0.4253 0.0432 0.1032 0.089
H 3.5052 0.5751 -2.2694 0.0634 0.1105 0.2502 0.300
```
Positions in Å, forces in eV/Å.

Results
* HOMO energy: -8.72 eV
* max |F|: 2.0 eV Å⁻¹
* HOMO-LUMO gap: 9.7 eV
* electronic energy: -16122.4390 eV

(2)
Entry from the OMol25 dataset: 2 unconnected molecules or ions with the total composition C2H10N3O at a distorted geometry (the ωB97M-V functional and the def2-TZVPD basis).

```
16
Properties=species:S:1:pos:R:3:forces:R:3:mulliken_charge:R:1
N -0.2860 -1.6409 0.0338 0.5657 0.8954 0.3717 -0.238
H 0.3007 -2.4585 0.1370 -0.2380 -0.5013 -0.1086 0.274
H -0.8542 -1.5737 -0.8066 -0.1564 -0.0518 -0.0223 0.269
H 1.2878 0.1055 2.1941 0.2915 0.2937 -0.0334 0.267
C 0.1053 -0.5663 0.6950 0.9947 -0.4527 -1.3450 0.704
H -1.5211 2.0901 1.4207 -0.0608 0.5584 -0.2002 0.344
H -0.0504 2.6272 0.4624 -0.4027 0.3895 -0.6459 0.364
N -0.5938 0.6083 0.4210 -0.4534 0.8995 0.5263 0.028
H 1.7026 -1.3897 1.5430 0.4245 -0.0683 -0.0245 0.287
N 1.2418 -0.5017 1.3847 -1.4682 -0.3313 0.5260 -0.326
H 0.2281 0.1538 -3.8168 -0.0111 -0.0773 -0.0966 0.329
H -1.3642 0.6009 -0.2549 0.1017 -0.4793 -0.2740 0.336
H 0.0335 -1.3272 -3.4100 0.0954 0.3700 -0.2986 0.339
H 0.1839 1.8333 1.9526 -0.1001 -0.2221 0.1514 0.329
C -0.4955 1.8645 1.1052 0.6115 -0.8382 0.7855 -0.657
O 0.0816 -0.4256 -3.0611 -0.1942 -0.3842 0.6883 -0.649
```
Positions in Å, forces in eV/Å.

Results
* spin multiplicity: 2
* HOMO energy (spin up / spin down): -18.65 / -18.65 eV
* net charge: +2
* ⟨S²⟩: 0.76
* max |F|: 1.7 eV Å⁻¹
* HOMO-LUMO gap (spin up / spin down): 9.7 / 4.5 eV
* electronic energy: -8734.1030 eV

(3)
Entry from the OMol25 dataset: a molecular structure, C44H37N6O7PSScSe at a distorted geometry (the ωB97M-V functional and the def2-TZVPD basis).

```
98
Properties=species:S:1:pos:R:3:forces:R:3:mulliken_charge:R:1
H -0.4760 5.0112 3.1260 0.0003 -0.0004 0.0127 0.430
C -0.5875 -2.5281 -1.9704 -0.0027 0.2764 -0.2962 1.142
H -1.1886 0.2684 2.6530 0.0053 0.0207 -0.0471 1.302
C 4.9948 -2.9539 0.7326 0.0175 -0.0803 -0.0203 -0.602
C 3.5549 0.3682 -6.2178 -0.0002 0.0209 -0.0566 -0.458
C 2.4504 1.2029 -6.1570 0.0404 0.0345 -0.0297 -0.742
C 0.4788 6.9951 0.5563 -0.0510 -0.0073 0.0836 -0.233
H -2.1649 -4.2902 0.9695 0.0000 -0.0307 -0.0176 0.643
H 0.7971 -3.2858 3.1616 -0.0730 -0.0537 -0.0743 0.370
C -3.0313 1.4361 -3.9221 -0.0405 0.0212 -0.0299 -0.580
H 1.3826 -6.4772 1.3606 0.0699 -0.0119 -0.0338 0.149
C 2.8171 -0.7256 -4.2119 -0.0176 0.0300 0.0256 -0.194
N -3.1977 1.1200 4.1693 0.0099 0.1833 -0.2081 0.119
C 1.6933 0.1028 -4.1453 0.1377 0.0096 0.1801 -0.091
H 1.3408 1.1604 -0.4986 -0.0551 -0.0240 -0.0750 0.618
C -1.7041 6.4162 2.0588 0.0496 -0.0722 0.0308 -0.429
H -1.5234 4.2780 -2.8783 0.0195 -0.0080 -0.0017 0.454
C 1.5691 2.8197 2.9101 -0.0027 -0.0368 -0.0435 -0.538
C -1.5852 -1.9698 5.1399 0.0620 0.0417 -0.0209 -0.643
C -0.6737 -2.8971 4.6719 -0.0402 0.0137 0.0502 -1.165
C -1.1469 -3.7797 -2.2812 0.0633 0.0530 0.1592 -0.183
N -0.1726 -1.5153 2.7794 -0.2255 -0.1599 0.1067 0.935
O -2.7091 0.3667 6.2594 -0.1268 0.0305 -0.1615 -0.857
S 2.1899 5.3363 1.9208 -0.1549 -0.1247 -0.0253 -0.206
C -0.6838 -3.5577 -4.6356 0.0064 0.0333 -0.0744 -0.762
C 3.7348 -0.6032 -5.2411 0.0147 -0.0170 0.0185 -0.718
C 0.0248 -2.6119 3.5095 0.1438 0.0379 0.0667 -0.364
C 1.0179 -4.4436 0.9214 -0.2496 -0.0455 -0.0607 -0.376
C -1.0541 -0.6285 3.2419 -0.0116 0.0359 0.2161 -0.825
H -1.5584 -4.3935 -1.4861 -0.0014 -0.0022 -0.0174 0.363
H 1.3280 7.2441 -0.0648 -0.0084 0.0039 -0.0218 0.390
C 1.7638 3.6024 1.7848 0.1507 0.2472 -0.0187 -0.275
H -3.1579 0.9352 3.1551 0.0545 0.0240 0.0592 0.262
O 1.6536 -1.7542 0.1089 0.8643 -0.1826 0.0449 1.019
C -1.6557 3.2288 -3.1150 0.0276 0.0567 0.0201 -0.829
C 1.5250 1.0738 -5.1284 -0.0190 -0.0792 0.0445 -0.207
H -3.9755 1.0829 -4.3170 -0.0039 -0.0144 0.0265 0.370
N 1.1769 0.8962 1.5296 0.0880 0.2084 0.0328 0.193
H -2.5958 6.2167 2.6428 0.0276 -0.0507 0.0049 0.396
H -5.0373 1.8770 4.8270 0.0920 -0.0322 0.0497 0.300
C 3.4646 -4.7352 1.1535 -0.0930 0.0538 -0.0065 -1.178
C -0.6486 -5.8721 1.2715 -0.0657 0.0167 0.0314 -0.999
C 3.9461 -2.1302 0.4032 -0.1508 0.1570 -0.0254 -1.179
C -0.1632 -2.2983 -4.3959 0.0055 -0.0094 0.0508 -0.275
H 0.2944 2.6652 -2.4263 -0.0061 0.0312 0.0198 0.417
H 4.2730 0.4728 -7.0219 -0.0023 -0.0057 0.0001 0.355
H 5.5817 -4.9302 1.3821 0.0029 0.0056 -0.0189 0.379
C -4.0192 2.2350 4.6145 -0.1637 0.0045 0.0140 -0.415
H 3.2921 -5.7615 1.4581 0.0240 -0.0141 0.0178 0.301
C -2.6117 0.2843 5.0267 -0.0470 -0.0858 0.0649 0.433
H -0.8944 8.3351 -0.4205 0.0624 -0.0019 -0.0004 0.361
C 2.6014 -2.5693 0.4389 0.4165 -0.3644 0.0516 0.243
H 0.2004 -1.6943 -5.2197 0.0332 -0.0351 -0.0159 0.424
N -1.8271 7.3330 1.1028 -0.1261 0.0610 -0.0798 -0.609
C 1.2767 1.4751 2.7209 0.0297 -0.0115 0.0943 -0.433
P 0.5789 -0.1564 -2.6955 -0.2737 0.0035 -0.7537 1.279
C -2.8581 2.7823 -3.6462 -0.0430 0.0032 -0.0396 -0.534
C -1.1781 -4.2957 -3.5687 -0.0270 -0.0754 0.0178 -0.890
N 0.7213 -5.7386 1.2186 -0.0084 0.0966 -0.0416 -0.033
H -0.4997 -3.8226 5.2040 0.0635 -0.0018 -0.0257 0.443
O -3.4878 2.9094 5.7218 0.2079 -0.0172 -0.0466 -0.576
C -1.7605 -0.7921 4.4280 0.1570 -0.0667 0.0698 -0.047
H 4.5950 -1.2603 -5.2834 -0.0064 -0.0083 0.0223 0.404
H -2.1682 -0.5231 -3.8657 -0.0093 -0.0193 0.0303 0.300
H 6.0101 -2.5782 0.6889 -0.0113 0.0326 0.0112 0.439
C -0.5212 5.7467 2.3347 -0.0875 0.0888 -0.0773 -0.269
H 2.9551 -1.4793 -3.4432 0.0423 -0.0191 -0.0235 0.432
H 0.6627 1.7264 -5.0965 -0.0160 0.0067 -0.0168 0.338
H -1.1246 -6.8130 1.4807 -0.0050 0.0090 0.0053 0.462
H -4.0709 2.9510 3.7948 -0.0458 -0.0901 -0.0460 0.310
C -0.6395 2.3235 -2.8616 -0.0256 -0.0375 0.0127 -0.421
H 1.8384 3.5974 -0.3640 0.0322 -0.0162 -0.0085 0.530
H -3.6636 3.4828 -3.8287 -0.0016 -0.0020 0.0073 0.356
H -3.1916 2.2106 6.3310 -0.0895 -0.0023 0.0359 0.361
H -1.5854 -5.2859 -3.7465 -0.0347 0.0124 0.0152 0.379
C -0.1081 -1.8099 -3.0893 0.0362 0.0295 0.3068 0.017
C -1.1454 -4.6372 1.0082 -0.0861 0.0262 0.1091 -1.213
O -1.1324 0.2543 -0.2804 0.2969 0.2945 -0.0965 -0.041
C -2.0110 0.5289 -3.6719 0.0360 0.0643 -0.0008 -0.262
O -3.7126 -0.2805 -0.9520 -0.2354 -0.1537 -0.6520 -0.687
H -2.1420 -2.1261 6.0542 0.0227 0.0349 0.0289 0.471
C 1.3949 1.6581 0.4597 0.0333 0.1605 0.0409 -0.576
C 4.7627 -4.2760 1.1144 0.0346 -0.0516 0.0220 -1.014
Sc -0.2708 -1.5475 0.0969 0.2728 -1.1800 0.3482 -1.676
H -0.7069 -3.9593 -5.6422 -0.0208 0.0121 -0.0021 0.368
C -0.7555 7.5997 0.3653 0.0062 0.0202 0.0220 -0.364
O -2.2776 -1.6968 0.8458 0.4023 -0.6102 0.0260 -0.462
C 0.5959 6.0558 1.5713 0.1650 -0.0291 0.0601 0.439
N -0.1100 -3.7636 0.7937 0.1527 0.0863 -0.1270 1.729
O -3.1454 0.7924 1.3966 0.1401 0.1921 0.4511 -0.990
H 1.1174 0.8369 3.5837 -0.0204 -0.0224 -0.0152 0.561
H 1.6336 3.2409 3.9040 0.0179 -0.0063 0.0061 0.514
H 4.1099 -1.1018 0.1048 0.0065 -0.0060 -0.0031 0.414
C -0.8032 0.9671 -3.1439 0.1233 -0.0223 0.0711 0.313
H 2.3042 1.9616 -6.9167 -0.0083 -0.0016 0.0023 0.404
Se -2.6479 -0.2093 0.2263 -2.1005 1.1030 0.1459 1.191
C 1.6841 3.0140 0.5338 -0.0323 -0.1501 0.0097 -0.767
C 2.3735 -3.9197 0.8276 0.1587 0.1621 0.0020 1.357
```
Positions in Å, forces in eV/Å.

Results
* HOMO energy: -5.54 eV
* net charge: -1
* max |F|: 2.4 eV Å⁻¹
* HOMO-LUMO gap: 7.6 eV
* electronic energy: -175677.9057 eV

(4)
Entry from the OMol25 dataset: a molecular structure, C6H8LiO6Pr at a distorted geometry (the ωB97M-V functional and the def2-TZVPD basis).

```
22
Properties=species:S:1:pos:R:3:forces:R:3:mulliken_charge:R:1
H -2.3250 2.3555 1.4572 0.2485 -0.1314 -0.0215 0.402
O -0.2530 0.8901 -0.7679 0.5234 1.0937 0.0321 -0.871
C -1.4442 1.7392 1.2347 -0.0465 0.1591 0.0431 -0.601
O -1.5615 0.5991 2.0975 0.4844 0.0258 -0.0446 -0.178
C -1.5660 -2.0813 -0.2311 -0.1701 -0.0472 0.5927 -0.222
H -0.5525 2.3300 1.4933 -0.0961 -0.0081 0.0230 0.243
C -1.4605 1.4241 -0.2500 -0.6682 0.0571 -0.0160 -0.304
H 0.1262 -3.4748 -0.4261 -0.0351 0.2479 0.0313 0.278
C -0.3092 -0.8745 -1.6848 -0.0159 -2.4274 -1.5727 1.303
O 0.0407 -0.5167 -2.8204 0.0848 0.9107 1.1375 -0.929
H 0.2313 -2.3820 0.9980 -0.1596 -0.0518 -0.1993 0.291
C -0.1036 -2.4750 -0.0405 -0.1517 -0.3714 0.4260 -0.310
C -0.4858 -0.0879 2.5849 -1.6285 -1.0156 0.6760 -0.456
H -2.2377 -2.9367 -0.3454 0.1687 0.2443 -0.0186 0.362
H -2.2833 0.7263 -0.4727 0.1769 0.0951 0.1468 0.297
Pr 1.8537 0.8355 0.4241 0.0731 -0.4334 -0.5118 1.330
O -1.5430 -1.3536 -1.4639 0.4748 0.7872 -0.0778 -0.359
Li 0.1830 1.3565 -2.6260 -0.5208 -0.6400 -0.0304 0.868
H -1.7403 2.3674 -0.7501 0.2310 -0.1324 -0.0459 0.317
O 0.5927 -1.5104 -0.8436 0.2337 1.0541 -0.1748 -0.410
H -1.9243 -1.4175 0.5668 0.0778 -0.2386 -0.1436 0.145
O 0.6203 0.2602 2.0917 0.7153 0.8222 -0.2514 -0.194
```
Positions in Å, forces in eV/Å.

Results
* spin multiplicity: 4
* HOMO energy (spin up / spin down): -10.43 / -10.88 eV
* net charge: +1
* ⟨S²⟩: 3.75
* max |F|: 2.9 eV Å⁻¹
* HOMO-LUMO gap (spin up / spin down): 6.1 / 6.3 eV
* electronic energy: -32903.1988 eV

(5)
Entry from the OMol25 dataset: a gas-phase ion, C7H17NO5PS2 (charge -1) at a distorted geometry (the ωB97M-V functional and the def2-TZVPD basis).

```
33
Properties=species:S:1:pos:R:3:forces:R:3:mulliken_charge:R:1
N 1.5325 0.2786 -1.4850 -2.4469 -1.2924 0.5271 -0.527
H -3.3499 -4.7342 -1.0953 2.2748 -0.3331 -1.1300 0.245
H -2.0463 2.7813 3.0037 1.6047 -1.1908 -1.4549 0.260
H -2.0169 -2.6196 -0.6565 1.1914 -1.3865 -1.4825 0.227
P 0.8235 2.8175 0.2263 0.4610 1.4249 -1.3428 -0.008
H -1.7280 -2.8610 -3.4262 2.1080 0.3249 1.5208 0.280
C -0.7899 -2.8682 -2.6876 -1.4264 -1.1426 0.1301 -0.647
C 2.4627 3.0226 1.1837 1.3247 0.2902 1.0028 -0.497
C 2.2989 3.2392 2.8030 -0.2321 -0.2255 -0.5455 -0.675
S 1.2836 -1.3659 -2.0297 4.9000 -1.6526 0.8934 1.060
O 0.5244 -0.1743 1.0634 0.3616 2.7692 -3.2185 -0.621
C -1.3941 -3.4212 -1.2393 0.6550 -1.1837 -0.0436 -0.032
O 2.2639 -1.6850 -3.2101 -3.8701 1.7513 3.4645 -0.697
O 1.6112 -2.3238 -0.8587 -2.2485 2.5871 -3.6531 -0.587
H -0.4093 4.3252 1.8855 -0.3747 -1.9393 -1.4613 0.345
H -0.5085 1.5947 2.7306 -1.7537 1.3650 -0.9458 0.188
H 3.2541 2.7966 3.3203 -1.9776 1.0894 -0.7236 0.278
H 2.9733 4.0158 0.7614 -1.2333 -2.2057 0.6685 0.306
C -0.7016 3.3819 1.2290 -1.1801 -0.4278 0.8842 -0.511
H -0.5290 -3.7896 -0.5040 -1.7698 1.1789 -1.8102 0.215
C -1.3488 2.2309 2.2104 -0.7544 0.0642 0.4328 -0.814
H -1.5146 3.7312 0.4290 1.9324 -0.8073 1.7254 0.284
C -2.2870 -4.7782 -1.6126 0.4498 0.2260 -0.4343 -0.832
O -0.3055 -1.4800 -2.6358 1.6507 -1.4372 0.9602 -0.268
H 3.2357 2.1476 0.9418 -1.9962 1.7277 0.4391 0.315
H -2.0485 1.4596 1.6524 1.7304 1.7293 0.8199 0.286
H 2.1619 4.3911 2.9940 0.4200 -2.3226 -0.1089 0.233
H -0.0110 -3.6311 -3.1669 -1.4119 1.7848 1.2545 0.258
H -2.4085 -4.8344 -2.7983 -0.0246 0.1229 2.5515 0.253
H -1.6751 -5.7559 -1.3236 -1.5391 2.0927 -0.4100 0.229
S 0.4142 0.7162 -0.2042 -3.5958 -4.8637 1.0009 0.974
H 1.3261 2.6904 3.1712 2.1357 1.0206 -0.5580 0.118
O -1.0936 0.7020 -0.6717 4.6350 0.8618 1.0473 -0.638
```
Positions in Å, forces in eV/Å.

Results
* HOMO energy: -5.35 eV
* net charge: -1
* max |F|: 6.1 eV Å⁻¹
* HOMO-LUMO gap: 8.4 eV
* electronic energy: -50216.3639 eV

(6)
Entry from the OMol25 dataset: 4 unconnected molecules or ions with the total composition C5H19NO4S at a distorted geometry (the ωB97M-V functional and the def2-TZVPD basis).

```
30
Properties=species:S:1:pos:R:3:forces:R:3:mulliken_charge:R:1
H 2.4557 1.4413 -2.0430 -0.0100 -1.1044 0.2931 0.318
H 2.2572 1.8263 -0.3842 -0.4121 -0.7237 0.2405 0.289
N 2.1395 -0.3790 0.7534 -0.2066 0.9587 -0.6968 -0.324
H -0.1827 -0.5603 -1.0133 -1.5236 0.4243 -0.9119 0.067
C 1.3143 -1.0555 1.6878 0.0902 -2.3300 1.1684 -0.673
H 0.5351 -1.9957 -0.5265 0.3017 0.0036 -1.0067 0.326
O -3.2679 -1.7397 -0.4655 2.0923 0.0344 -0.3964 -0.765
C -0.0699 -0.2988 1.8729 1.6220 -0.4015 1.6949 -0.091
S 0.9012 -1.7284 -3.0014 0.6271 -1.6980 2.3468 -0.177
O -2.8920 0.8303 -0.0542 2.5564 -4.8619 -3.4395 -0.583
O -1.4781 2.7036 1.5425 1.2481 0.6165 -3.8936 -0.697
H 1.8592 -1.2015 2.7308 -1.0515 0.7762 -2.0744 0.332
H -3.4787 -1.2569 -1.2947 0.3636 -0.4767 0.6481 0.359
H -1.0769 1.9571 0.8991 -1.6889 2.7878 2.1773 0.303
H 2.7868 -0.7349 -1.0835 -1.2135 -0.2759 -0.5693 0.338
C 1.8684 1.1356 -1.1522 -1.5059 0.6242 -1.3445 -0.684
H -0.0213 1.5968 -0.8344 -0.5981 0.1734 0.7114 0.247
H -3.1901 -0.0583 0.2628 0.3850 0.6100 -0.6127 0.385
H 3.1408 -0.5255 0.8209 -0.5253 -0.2881 0.3339 0.275
C 1.7800 -0.3619 -0.7427 6.1385 1.5096 1.6314 0.324
H 1.2531 -2.1852 1.3551 -0.7840 1.6624 0.6903 0.259
H 0.3196 -0.7091 -3.4375 -1.2640 2.3441 -1.3284 0.138
H -1.5200 3.5753 0.9419 0.2472 -3.0628 1.9112 0.322
H -0.3543 0.3182 1.0232 -0.0632 -0.6794 -0.3095 -0.503
H -0.8472 -1.0091 2.2126 0.1543 0.5717 -0.3874 0.291
C 0.6621 -1.1506 -1.2428 0.1011 -1.9569 0.7521 -0.508
H 0.1149 0.4556 2.6887 -0.3812 -0.7457 -0.6686 0.359
O 0.5399 1.4879 -1.5857 0.5240 0.9357 -0.6468 -0.567
H -3.3005 1.3750 0.4878 -2.8148 4.6064 4.0431 0.294
H -2.2479 -1.7525 -0.4177 -2.4087 -0.0338 -0.3558 0.347
```
Positions in Å, forces in eV/Å.

Results
* HOMO energy: -8.43 eV
* max |F|: 6.7 eV Å⁻¹
* HOMO-LUMO gap: 8.9 eV
* electronic energy: -26005.4403 eV

Q: Number 2 is which compound?
A: C2H10N3O

Copy entry 1 word for word.
Entry from the OMol25 dataset: 2 unconnected molecules or ions with the total composition C3H8OS at a distorted geometry (the ωB97M-V functional and the def2-TZVPD basis).

```
13
Properties=species:S:1:pos:R:3:forces:R:3:mulliken_charge:R:1
O 0.6379 0.3665 -0.6584 -0.2770 0.7154 0.1019 -0.430
H -2.5925 0.5751 1.0616 -0.3627 0.0930 -0.1998 0.253
C -2.9319 -0.1890 1.7449 -0.3571 -1.0508 0.7644 -0.677
H 2.4452 -0.0500 0.0247 0.2654 0.5564 0.0014 0.325
H 1.8687 1.2534 -2.6136 0.2427 -0.3871 -0.7831 0.250
H -3.2444 0.1814 2.7221 0.3120 0.3482 -0.1268 0.282
C 1.8276 0.3337 -0.8147 0.3874 -1.9213 -0.1151 0.121
H 2.2081 -0.5554 -2.6590 -0.1936 0.2016 -0.2997 0.235
H -3.7766 -0.8050 1.4328 -0.1360 0.5730 -0.6341 0.225
C 2.4345 0.4102 -2.2067 -0.5021 0.7529 0.8638 -0.793
S -1.6689 -1.4692 1.9343 0.1324 -0.0349 0.0737 -0.179
H -0.7129 -0.6269 2.3014 0.4253 0.0432 0.1032 0.089
H 3.5052 0.5751 -2.2694 0.0634 0.1105 0.2502 0.300
```
Positions in Å, forces in eV/Å.

Results
* HOMO energy: -8.72 eV
* max |F|: 2.0 eV Å⁻¹
* HOMO-LUMO gap: 9.7 eV
* electronic energy: -16122.4390 eV

Q: Which value of max |F| does entry 6 give?
A: 6.7 eV Å⁻¹

Q: Which of these has the highest electronic energy?
A: C2H10N3O